Entry 1:
Molecular formula: C40H50AsFN9O5SV
Method: DFT, ωB97M-V/def2-TZVPD

- charge = +2
- LUMO level (spin up / spin down) (eV) = -4.740 / -4.743
- ΔE to the lowest compared entry with this formula, charge and spin (kcal per mole) = 27.3
- frontier orbital gap (spin up / spin down) (eV) = 7.0 / 7.1
- HOMO energy (spin up / spin down) (Ha) = -0.433 / -0.434
- ⟨S²⟩ = 2.016
- maximum force (eV Å⁻¹) = 1.1
- multiplicity = 3

Geometry (Å):
V  -0.8088  -0.3556  1.5997
C  -4.6978  6.4491  2.1895
C  -3.6216  6.2552  1.1344
N  -3.2921  4.8385  0.9244
C  -2.2657  4.3092  1.6062
C  -1.8592  3.0110  1.5334
C  -0.7241  2.6164  2.4270
O  -0.0866  3.4396  3.0475
O  -0.5295  1.3416  2.4498
C  -2.4953  2.1042  0.6305
O  -2.1251  0.9388  0.3615
C  -3.6837  2.6643  -0.0305
C  -4.4829  1.8385  -0.8245
C  -5.5989  2.3273  -1.4378
F  -6.3631  1.4731  -2.1531
C  -5.9883  3.6708  -1.3231
C  -5.1937  4.4914  -0.5417
C  -4.0587  4.0084  0.1218
N  -7.1170  4.2225  -1.9707
C  -8.0576  5.0162  -1.1939
C  -8.4184  6.2540  -2.0168
N  -8.3924  5.8642  -3.4800
C  -8.8416  4.4445  -3.6670
C  -7.7888  3.5121  -3.0549
H  -4.9131  7.5098  2.3146
H  -4.3672  6.0565  3.1508
H  -5.6226  5.9377  1.9192
H  -2.6984  6.7505  1.4275
H  -3.9042  6.6905  0.1765
H  -1.7195  4.9754  2.2633
H  -4.2272  0.7940  -0.9298
H  -5.4552  5.5364  -0.4571
H  -7.6212  5.3277  -0.2489
H  -8.9540  4.4357  -0.9465
H  -7.6846  7.0478  -1.8953
H  -9.4106  6.6400  -1.7928
H  -7.4346  5.9532  -3.8222
H  -8.9726  6.5008  -4.0267
H  -8.9801  4.2544  -4.7282
H  -9.8078  4.3686  -3.1723
H  -7.0501  3.2378  -3.8076
H  -8.2972  2.5981  -2.7406
C  -6.8663  -1.7123  -3.0322
C  -5.8786  -1.7301  -1.9015
C  -4.5272  -1.4782  -2.1226
C  -3.6105  -1.5279  -1.0832
C  -4.0514  -1.8552  0.1905
C  -5.3923  -2.1185  0.4363
C  -6.2981  -2.0342  -0.6061
S  -2.8915  -2.1271  1.4967
O  -2.7557  -0.8899  2.3089
O  -3.3071  -3.3051  2.1887
N  -1.4186  -2.1432  0.8638
C  -0.9290  -3.2590  0.1551
C  -1.7150  -4.0924  -0.6013
C  -1.1686  -5.1876  -1.2991
C  0.1668  -5.4465  -1.2512
C  1.0059  -4.6303  -0.4605
C  2.3947  -4.8689  -0.3612
C  3.1560  -4.0687  0.4371
C  2.5129  -3.0433  1.1561
N  1.2303  -2.7841  1.0978
C  0.4653  -3.5475  0.2722
H  -6.4158  -1.3316  -3.9477
H  -7.7304  -1.0935  -2.7856
H  -7.2358  -2.7192  -3.2329
H  -4.1810  -1.2492  -3.1235
H  -2.5605  -1.3453  -1.2685
H  -5.7162  -2.4132  1.4260
H  -7.3443  -2.2424  -0.4175
H  -2.7800  -3.9315  -0.6781
H  -1.8301  -5.8156  -1.8804
H  0.5990  -6.2758  -1.7963
H  2.8309  -5.6890  -0.9179
H  4.2221  -4.2132  0.5442
H  3.1114  -2.4152  1.8099
C  -0.7964  -0.3113  5.2368
As  0.0395  -1.3102  3.8082
C  1.9078  -1.2126  4.3074
C  -0.4339  -3.1456  4.1830
H  -0.5097  -0.7293  6.2004
H  -1.8773  -0.3684  5.1199
H  -0.4816  0.7280  5.1691
H  2.0335  -1.6451  5.2991
H  2.2226  -0.1702  4.3375
H  2.5165  -1.7656  3.6006
H  -0.2875  -3.3427  5.2439
H  0.2071  -3.8001  3.5949
H  -1.4730  -3.3240  3.9111
C  5.3455  -0.8743  -0.7521
C  5.2687  0.4688  -0.0351
C  5.1951  0.2994  1.4790
C  4.1232  1.3282  -0.5697
N  2.8066  0.7288  -0.3420
C  2.0334  0.7392  0.7398
N  0.9628  0.0308  0.4634
N  1.0910  -0.4112  -0.8026
N  2.1959  -0.0016  -1.2894
H  6.2095  -1.4396  -0.4024
H  5.4376  -0.7482  -1.8313
H  4.4536  -1.4768  -0.5634
H  6.1728  1.0385  -0.2688
H  4.3592  -0.3452  1.7670
H  5.0837  1.2572  1.9921
H  6.1038  -0.1717  1.8524
H  4.1976  1.4621  -1.6471
H  4.1124  2.3093  -0.0953
H  2.2323  1.2660  1.6581


Entry 2:
Molecular formula: C40H50ClHfN10O5
Method: DFT, ωB97M-V/def2-TZVPD

- charge = +1
- LUMO level (eV) = -2.942
- ΔE to the lowest compared entry with this formula, charge and spin (kcal per mole) = 0.0
- frontier orbital gap (eV) = 5.8
- HOMO energy (Ha) = -0.321
- maximum force (eV Å⁻¹) = 0.7

Geometry (Å):
Hf  0.4613  0.3449  0.4536
N  2.0431  -1.5463  0.9870
C  3.4118  -1.0865  1.2934
C  3.3115  0.0373  2.3079
N  2.3030  1.0232  1.8718
H  1.6993  -2.1508  1.7276
H  2.0440  -2.0956  0.1350
H  3.8605  -0.7387  0.3661
H  4.0405  -1.8912  1.6801
H  4.2878  0.4980  2.4691
H  2.9862  -0.3781  3.2581
H  2.7499  1.7385  1.2880
H  1.9166  1.4915  2.6893
O  -2.3548  -3.5925  -4.8927
C  -0.9325  -3.6025  -5.0160
C  -0.3783  -2.9001  -3.8092
C  0.4958  -1.8316  -3.9228
C  0.8728  -1.1528  -2.7765
N  0.4523  -1.4925  -1.5593
C  -0.3549  -2.5496  -1.4402
C  -0.7949  -3.2736  -2.5395
C  -0.8439  -2.8364  -0.0711
C  -1.3815  -4.0669  0.2593
C  -1.9136  -4.2695  1.5279
C  -2.4934  -5.6129  1.8969
O  -3.3173  -6.1392  0.8732
C  -1.8950  -3.2000  2.4036
C  -1.3211  -2.0024  2.0059
N  -0.7764  -1.8148  0.8003
H  -2.7278  -4.2106  -5.5292
H  -0.6153  -3.0857  -5.9248
H  -0.5542  -4.6285  -5.0546
H  0.8491  -1.4928  -4.8881
H  1.5016  -0.2763  -2.8235
H  -1.5051  -4.0807  -2.4249
H  -1.4000  -4.8757  -0.4576
H  -3.0187  -5.5457  2.8528
H  -1.6797  -6.3295  2.0205
H  -4.1491  -5.6547  0.8607
H  -2.3236  -3.2747  3.3948
H  -1.3005  -1.1448  2.6623
Cl  1.5475  5.1590  -2.9789
C  1.0494  4.6133  -1.4190
C  0.7826  5.5088  -0.3981
C  0.3772  4.9955  0.8208
C  0.2647  3.6247  0.9737
N  0.5581  2.7645  -0.0060
C  0.9338  3.2575  -1.1859
H  0.8820  6.5730  -0.5632
H  0.1355  5.6486  1.6472
H  -0.1064  3.1771  1.8820
H  1.1506  2.5490  -1.9736
O  5.3656  3.0346  -2.0523
C  5.2914  1.7654  -2.4713
C  6.2268  1.3334  -3.4154
C  6.2185  0.0280  -3.8556
C  5.2831  -0.8856  -3.3669
C  4.3415  -0.4535  -2.4578
C  4.3093  0.8712  -2.0112
C  3.2900  1.3289  -1.0294
O  3.5090  2.3628  -0.3668
O  2.2268  0.6202  -0.8823
H  4.7134  3.1319  -1.3232
H  6.9594  2.0457  -3.7704
H  6.9598  -0.2930  -4.5762
H  5.3041  -1.9177  -3.6901
H  3.6211  -1.1486  -2.0501
C  0.8875  2.1729  4.6061
C  -0.0217  0.9534  4.8034
C  0.6259  -0.3835  4.4552
C  -1.3993  1.1861  4.1969
C  -2.3926  1.4583  5.1335
C  -3.6909  1.7511  4.7712
C  -3.9915  1.7590  3.4233
C  -3.0488  1.4803  2.4391
C  -3.5863  1.5221  1.0154
C  -3.5926  0.1565  0.3262
C  -2.9714  2.6485  0.1812
C  -1.6951  1.1912  2.7959
N  -0.7505  0.8585  1.8452
H  1.9107  1.9827  4.9450
H  0.4991  3.0155  5.1799
H  0.9080  2.5031  3.5650
H  -0.1912  0.8973  5.8821
H  0.7753  -0.5001  3.3869
H  -0.0092  -1.2028  4.8003
H  1.5873  -0.4804  4.9660
H  -2.1242  1.4454  6.1846
H  -4.4464  1.9661  5.5149
H  -5.0060  1.9821  3.1119
H  -4.6429  1.7817  1.1228
H  -2.5941  -0.2427  0.2069
H  -4.0628  0.2335  -0.6608
H  -4.1743  -0.5553  0.9182
H  -1.8899  2.5418  0.0953
H  -3.1810  3.6103  0.6527
H  -3.4010  2.6699  -0.8250
N  -2.8106  -0.9763  -3.5590
C  -2.8511  0.3045  -3.9673
N  -3.4921  0.5910  -5.1060
N  -2.2985  1.3165  -3.3118
C  -1.5535  1.0259  -2.2900
N  -0.8853  0.7909  -1.3754
H  -2.9650  -1.7372  -4.2016
H  -2.2905  -1.1980  -2.7242
H  -4.0810  -0.0811  -5.5625
H  -3.5527  1.5572  -5.3767


Entry 3:
Molecular formula: C40H50F6N7O6S2Sc
Method: DFT, ωB97M-V/def2-TZVPD

- LUMO level (eV) = -0.221
- ΔE to the lowest compared entry with this formula, charge and spin (kcal per mole) = 0.1
- frontier orbital gap (eV) = 8.4
- HOMO energy (Ha) = -0.315
- maximum force (eV Å⁻¹) = 0.5

Geometry (Å):
Sc  -0.3206  0.6759  -0.4127
C  4.1850  -1.1947  0.5218
C  3.7268  0.1386  -0.0731
C  4.7619  1.2259  0.2375
C  3.4621  0.0500  -1.5651
C  4.3373  -0.6707  -2.3721
C  4.1222  -0.7894  -3.7337
C  3.0098  -0.1950  -4.3044
C  2.1197  0.5508  -3.5380
C  0.9228  1.2175  -4.1886
C  0.3503  0.4063  -5.3496
C  1.2776  2.6351  -4.6475
C  2.3656  0.6911  -2.1635
N  1.4627  1.4475  -1.3488
C  1.8714  2.7144  -1.0642
O  2.8282  3.3184  -1.5243
C  0.9839  3.3788  -0.0392
C  0.9385  4.7287  0.2459
C  -0.0094  5.1677  1.1648
C  -0.8657  4.2681  1.7892
C  -0.7251  2.9310  1.4753
N  0.1785  2.5319  0.5889
C  -1.5315  1.7985  2.0847
O  -2.3694  2.0506  2.9284
N  -1.1559  0.5741  1.5909
C  -1.4598  -0.5343  2.4392
C  -0.8802  -0.5831  3.7236
C  -1.1250  -1.6913  4.5301
C  -1.8945  -2.7512  4.0853
C  -2.4220  -2.7123  2.8053
C  -2.2161  -1.6216  1.9686
C  -2.8599  -1.6037  0.5958
C  -2.9446  -2.9786  -0.0630
C  -4.2304  -0.9315  0.6737
C  0.0322  0.5049  4.2761
C  -0.5693  1.1416  5.5302
C  1.4443  -0.0240  4.5505
H  4.2006  -1.1316  1.6123
H  5.1964  -1.4470  0.1989
H  3.5257  -2.0149  0.2321
H  2.7855  0.4169  0.4109
H  5.7252  0.9572  -0.2036
H  4.9013  1.3259  1.3166
H  4.4632  2.1888  -0.1721
H  5.2014  -1.1485  -1.9280
H  4.8140  -1.3520  -4.3479
H  2.8391  -0.3083  -5.3667
H  0.1422  1.3136  -3.4286
H  1.0415  0.3724  -6.1934
H  -0.5697  0.8635  -5.7106
H  0.1281  -0.6230  -5.0558
H  2.0328  2.5930  -5.4365
H  1.6846  3.2281  -3.8303
H  0.3942  3.1391  -5.0451
H  1.6124  5.4033  -0.2623
H  -0.0930  6.2241  1.3843
H  -1.6356  4.5744  2.4814
H  -0.7018  -1.7210  5.5275
H  -2.0813  -3.6020  4.7283
H  -3.0168  -3.5465  2.4558
H  -2.2412  -1.0024  -0.0668
H  -3.6385  -3.6447  0.4522
H  -1.9667  -3.4685  -0.0969
H  -3.3105  -2.8683  -1.0861
H  -4.9050  -1.5281  1.2927
H  -4.6720  -0.8200  -0.3185
H  -4.1433  0.0575  1.1210
H  0.1456  1.2906  3.5301
H  -0.6235  0.4210  6.3494
H  -1.5733  1.5079  5.3226
H  0.0459  1.9797  5.8639
H  1.4330  -0.8685  5.2427
H  2.0584  0.7613  4.9952
H  1.9399  -0.3445  3.6303
F  -2.2064  1.7650  -4.4077
C  -3.2172  2.0879  -3.6032
F  -3.6574  3.2934  -3.9157
F  -4.1901  1.1981  -3.7552
S  -2.6258  2.0871  -1.8561
O  -2.0323  0.7270  -1.7384
O  -1.6303  3.1198  -1.7525
N  -3.8608  2.1730  -0.9574
S  -4.4940  3.5888  -0.4935
O  -3.5970  4.3569  0.3123
O  -5.2300  4.2139  -1.5472
C  -5.7403  2.8978  0.6733
F  -6.4749  3.9145  1.1198
F  -5.1491  2.3060  1.7012
F  -6.5365  2.0259  0.0619
C  0.8941  -4.3853  2.0309
C  1.3368  -3.0200  2.5149
N  0.9882  -2.0218  1.5146
C  0.8066  -2.2909  0.2082
N  0.3211  -1.3377  -0.5707
C  0.0683  -1.6988  -1.9724
C  1.1832  -2.5718  -2.5093
C  1.2269  -3.8315  -1.6718
N  1.1298  -3.5188  -0.2474
C  1.4709  -4.6167  0.6512
H  -0.1973  -4.4193  1.9957
H  1.2401  -5.1628  2.7114
H  2.4160  -3.0090  2.6996
H  0.8274  -2.7506  3.4374
H  0.5449  -1.1761  1.8424
H  0.0017  -0.7806  -2.5676
H  -0.8985  -2.2078  -2.0658
H  2.1306  -2.0341  -2.4490
H  1.0050  -2.8308  -3.5532
H  2.1672  -4.3665  -1.8286
H  0.4107  -4.5106  -1.9399
H  2.5602  -4.7275  0.7015
H  1.0681  -5.5306  0.2092


Entry 4:
Molecular formula: C40H50N10
Method: DFT, ωB97M-V/def2-TZVPD

- LUMO level (eV) = 0.603
- SMILES = c1cc[nH]c1.c1cc[nH]c1.c1cc[nH]c1.c1cc[nH]c1.c1cc[nH]c1.c1cc[nH]c1.c1cc[nH]c1.c1cc[nH]c1.c1cc[nH]c1.c1cc[nH]c1
- ΔE to the lowest compared entry with this formula, charge and spin (kcal per mole) = 468.9
- frontier orbital gap (eV) = 7.8
- HOMO energy (Ha) = -0.266
- maximum force (eV Å⁻¹) = 12.6

Geometry (Å):
C  4.8246  -0.0391  -0.0857
C  4.5565  1.4443  -0.4706
C  3.0121  1.6017  -0.4151
N  2.4699  0.4117  -0.2025
C  3.4998  -0.6832  0.0708
H  5.8387  -0.4868  0.0195
H  5.2143  2.2216  -0.7961
H  2.4003  2.5762  -0.6640
H  1.3966  0.2247  -0.2492
H  3.2057  -1.6608  0.2228
C  3.7249  1.6406  4.6328
C  2.3964  2.2459  4.5473
C  1.7761  1.9358  3.1745
N  2.8065  1.2550  2.5840
C  3.9909  1.0317  3.3252
H  4.5360  1.8744  5.2920
H  1.4975  2.8824  5.1621
H  0.8542  2.2236  2.7528
H  2.7288  0.9171  1.5703
H  4.8709  0.6498  2.8648
C  1.6442  1.5739  -5.5472
C  2.2900  0.6175  -4.4893
C  3.6677  0.5808  -4.8069
N  3.9064  1.4035  -5.9120
C  2.8371  2.0845  -6.3718
H  0.4511  1.8329  -5.8024
H  1.8489  0.1596  -3.7183
H  4.6475  0.0709  -4.4151
H  4.8052  1.5915  -6.3270
H  2.9204  2.6394  -7.3754
C  -1.1206  0.4360  -0.6338
C  -0.4886  -0.6845  -1.3772
C  0.0930  -1.6455  -0.3362
N  -0.0194  -0.9400  0.8891
C  -0.6175  0.2595  0.7656
H  -1.5336  1.3209  -1.0244
H  -0.5200  -0.9874  -2.5385
H  0.5923  -2.4324  -0.5449
H  0.2123  -1.3289  1.8579
H  -0.8597  0.8578  1.6893
C  -2.6073  4.2007  -3.1273
C  -1.6707  2.9834  -2.8684
C  -1.6586  2.1070  -4.1851
N  -2.6088  2.6902  -4.9696
C  -3.2757  3.7707  -4.5013
H  -2.8477  4.8526  -2.4343
H  -0.9470  3.1217  -1.9961
H  -1.0372  1.2837  -4.4122
H  -2.5774  2.1642  -5.9359
H  -4.0544  4.2537  -4.9927
C  -2.4675  -0.7943  4.5133
C  -1.5775  0.2607  4.7742
C  -0.4873  -0.3290  5.7040
N  -0.8769  -1.5172  6.0778
C  -2.0335  -2.0253  5.5004
H  -3.4971  -1.1207  3.8290
H  -1.6810  1.1399  4.2681
H  0.3312  0.1640  6.0363
H  -0.1860  -2.1303  6.6800
H  -2.5691  -2.9063  5.8085
C  -1.6010  -2.7503  -4.1354
C  -0.5378  -2.1219  -4.9401
C  0.2682  -3.2258  -5.6587
N  -0.3536  -4.3873  -5.3736
C  -1.3773  -4.2229  -4.3995
H  -2.2349  -2.3540  -3.3172
H  -0.3236  -1.0588  -4.9330
H  1.1780  -3.2222  -6.2600
H  0.0511  -5.3163  -5.8754
H  -1.8338  -5.0802  -4.3295
C  -0.2635  4.5931  2.5643
C  -0.5038  4.0099  1.1842
C  -1.9693  3.6609  1.1183
N  -2.4805  3.9276  2.3595
C  -1.6348  4.3681  3.2812
H  0.4971  4.9530  3.1398
H  0.4014  4.0661  0.3290
H  -2.6827  3.3895  0.3220
H  -3.4979  3.6137  2.6193
H  -1.9117  4.3383  4.2612
C  -3.4516  -1.9789  1.1273
C  -3.1838  -3.3629  0.7015
C  -4.4682  -4.0644  0.5233
N  -5.4418  -3.1244  0.8395
C  -4.9556  -1.9201  1.2408
H  -2.7675  -1.1454  1.3280
H  -2.0978  -3.8482  0.6060
H  -4.7419  -5.0920  0.4975
H  -6.3902  -3.1528  0.7254
H  -5.6467  -1.0577  1.5055
C  2.4110  -2.9172  2.5324
C  1.4964  -3.8695  1.8831
C  0.1646  -3.6486  2.5838
N  0.3428  -2.5915  3.4148
C  1.6087  -2.0390  3.4848
H  3.4219  -2.7988  2.1403
H  1.7675  -4.7934  1.1188
H  -0.7836  -4.1594  2.7017
H  -0.4606  -2.2688  3.8103
H  1.9590  -1.1937  4.1932


The highest maximum force belongs to which entry?
C40H50N10


Which of these has the highest ΔE to the lowest compared entry with this formula, charge and spin?
C40H50N10